(1)
107
Properties=species:S:1:pos:R:3 method="wB97M-V/def2-TZVPD" orbital_gap_ev=6.62 de_lowest_ev=2.178 homo_ev=-9.438 total_charge=+1
Pb -0.51155 0.19476 -1.45461
O -4.66165 3.95074 2.76394
C -3.65168 4.16062 3.46047
O -3.21012 5.10131 4.10751
C -2.76600 2.85012 3.37250
C -1.55686 2.87063 2.69446
C -0.93848 1.67242 2.34028
N -1.50745 0.48848 2.58699
C -2.67433 0.49146 3.23046
C -3.32180 1.61410 3.68843
C -3.89061 -1.42821 2.24234
C -4.99101 -2.43393 2.46892
C -5.23896 -3.31138 1.49064
C -4.32614 -3.45307 0.37256
C -3.08293 -2.97131 0.50670
N -2.76840 -2.10277 1.55119
C 0.46400 1.75774 1.81905
C 1.34486 2.45360 2.65198
C 2.65324 2.66256 2.26142
C 3.06920 2.15473 1.04571
C 2.14934 1.47116 0.27781
N 0.87419 1.27314 0.63142
H -1.09495 3.81856 2.44824
H -4.26514 1.55402 4.20879
H -5.55447 -2.40119 3.39023
H -6.05762 -4.01397 1.57279
H -4.60292 -4.04782 -0.48484
H -2.26521 -3.22054 -0.16183
H 0.98328 2.82904 3.59903
H 3.33488 3.21954 2.88982
H 4.08110 2.29351 0.69254
H 2.42935 1.07020 -0.69076
C 0.39601 3.81289 -1.71105
C 1.05122 2.92218 -2.71248
C 1.95024 3.26078 -3.72540
C 2.24316 2.07488 -4.37937
C 3.15424 1.86301 -5.54012
N 1.55540 1.08740 -3.77490
N 0.82441 1.60948 -2.75643
B 1.51291 -0.41192 -4.16275
N 1.96781 -1.27256 -2.95474
N 1.38806 -1.18212 -1.73249
C 2.03887 -2.00248 -0.90657
C 1.67322 -2.14789 0.53303
C 3.05190 -2.65056 -1.61316
C 2.97172 -2.16582 -2.91008
C 3.80144 -2.55697 -4.08441
N 0.07870 -0.79276 -4.56519
N -0.97966 -0.59467 -3.73326
C -2.08378 -0.92987 -4.41154
C -3.46639 -0.78038 -3.87846
C -1.72299 -1.37100 -5.68869
C -0.34813 -1.26164 -5.75190
C 0.54496 -1.59136 -6.89984
H -0.27996 4.50707 -2.21021
H 1.14304 4.39935 -1.17660
H -0.17452 3.23328 -0.98557
H 2.32680 4.24168 -3.95861
H 3.52652 2.82113 -5.89315
H 2.62757 1.36764 -6.35492
H 4.00462 1.24227 -5.25660
H 2.24960 -0.60719 -5.06902
H 0.89799 -1.43228 0.81044
H 2.54750 -1.98142 1.16193
H 1.31686 -3.16118 0.72887
H 3.74999 -3.37739 -1.23490
H 4.49469 -3.34119 -3.79122
H 4.37206 -1.71082 -4.46710
H 3.17608 -2.92944 -4.89545
H -3.44747 -0.46346 -2.84416
H -4.01542 -1.71917 -3.95420
H -4.00582 -0.03552 -4.46505
H -2.38207 -1.71212 -6.46854
H -0.04373 -2.03749 -7.69751
H 1.32097 -2.29541 -6.60084
H 1.02346 -0.69304 -7.29125
C -1.24411 -3.96599 5.91358
C -0.85496 -2.51529 5.63946
N -1.99126 -1.70782 5.19590
C -2.78450 -1.01846 6.22392
C -2.07636 0.20769 6.78828
C -2.33928 -1.69438 3.94214
S -1.57911 -2.61851 2.70836
N -3.31576 -0.84299 3.45748
C -4.50552 -0.29446 1.36040
O -4.04587 -0.10672 0.25862
C -5.67430 0.45513 1.84486
C -6.22797 0.32981 3.12375
C -7.26873 1.14872 3.51255
C -7.77124 2.10771 2.64304
C -7.25326 2.22140 1.36334
C -6.21848 1.40001 0.96700
H -0.36117 -4.51990 6.22718
H -1.64856 -4.43815 5.01931
H -1.98602 -4.02987 6.70860
H -0.07321 -2.46525 4.87812
H -0.46614 -2.06048 6.54799
H -2.97399 -1.74392 7.01792
H -3.73311 -0.73064 5.77889
H -1.10702 -0.05188 7.21333
H -2.68449 0.63781 7.58200
H -1.92671 0.96188 6.01672
H -5.82611 -0.38269 3.82994
H -7.68570 1.05314 4.50640
H -8.56123 2.77037 2.96833
H -7.64623 2.96493 0.68480
H -5.79420 1.48390 -0.02331

---

(2)
99
Properties=species:S:1:pos:R:3 method="wB97M-V/def2-TZVPD" s_squared=6.018 orbital_gap_ev="7.47 / 7.40" spin_multiplicity=5 de_lowest_ev=1.222 homo_ev="-5.084 / -5.228" total_charge=-1
Cr 0.66407 -0.20274 -0.17580
C 2.90863 4.64034 -0.19080
C 2.36603 3.30350 -0.69587
C 3.37948 2.59517 -1.60372
C 1.03360 3.46580 -1.40454
C 0.95191 4.38653 -2.44873
C -0.22056 4.55793 -3.16275
C -1.32498 3.77774 -2.85485
C -1.27812 2.82757 -1.83656
C -2.45406 1.90652 -1.58380
C -3.81874 2.53959 -1.85325
C -2.29445 0.63240 -2.42792
C -0.09595 2.68382 -1.08954
N -0.01947 1.72694 -0.01001
C -0.04667 2.22376 1.24395
O -0.37507 3.33348 1.63825
C 0.45953 1.19426 2.25895
C 0.39473 1.27639 3.62724
C 0.91934 0.22313 4.36917
C 1.49603 -0.87302 3.73861
C 1.53638 -0.87148 2.36792
N 1.04294 0.15339 1.68947
C 2.14008 -1.96464 1.48250
O 2.61542 -2.95022 2.00867
N 2.07094 -1.62353 0.16625
C 2.92243 -2.21988 -0.80422
C 2.37092 -2.49274 -2.07690
C 3.14700 -3.11011 -3.04764
C 4.47807 -3.41944 -2.80922
C 5.04772 -3.03572 -1.60767
C 4.31037 -2.41525 -0.60168
C 5.08965 -1.90220 0.61256
C 6.19493 -0.93064 0.17213
C 5.69914 -3.03996 1.44952
C 0.93040 -2.11306 -2.40942
C 0.70434 -1.77789 -3.87708
C -0.05938 -3.17298 -1.91861
H 3.82034 4.48144 0.39244
H 2.17258 5.13767 0.44822
H 3.15557 5.31312 -1.01992
H 2.22553 2.66899 0.16531
H 3.57898 3.18988 -2.50170
H 3.00845 1.61864 -1.92545
H 4.32817 2.43645 -1.07742
H 1.82465 4.98646 -2.69984
H -0.27418 5.29324 -3.96083
H -2.24402 3.90925 -3.41969
H -2.42261 1.62328 -0.53826
H -3.95119 2.78982 -2.91310
H -3.96476 3.44982 -1.25986
H -4.60364 1.82611 -1.58260
H -2.31355 0.88896 -3.49581
H -3.08506 -0.09187 -2.21400
H -1.34914 0.14336 -2.22227
H -0.06924 2.14284 4.08315
H 0.87052 0.25523 5.45076
H 1.89554 -1.72394 4.27881
H 2.70998 -3.34862 -4.01284
H 5.07187 -3.91916 -3.56797
H 6.10950 -3.21066 -1.44720
H 4.41000 -1.33393 1.23828
H 6.98906 -1.45255 -0.37600
H 6.65230 -0.45502 1.04862
H 5.79742 -0.14516 -0.47926
H 6.35698 -3.65662 0.82232
H 4.92021 -3.67577 1.86629
H 6.30105 -2.63358 2.27338
H 0.71330 -1.18479 -1.88659
H 0.74094 -2.68759 -4.48199
H 1.45327 -1.07560 -4.25604
H -0.28609 -1.33641 -4.00568
H 0.17670 -4.11885 -2.41766
H -1.09323 -2.89375 -2.14554
H 0.01121 -3.32128 -0.84214
S -4.35577 -2.27477 -0.95498
P -3.51018 -1.50255 0.65166
S -1.51054 -1.53262 0.80016
C -4.09115 0.21586 0.92334
C -3.23701 1.18546 1.43107
C -3.68284 2.48585 1.65563
C -5.00835 2.81159 1.39691
C -5.87776 1.84116 0.90012
C -5.41962 0.54934 0.65142
C -4.13017 -2.33246 2.17530
C -3.78722 -1.83125 3.43307
C -4.32757 -2.38759 4.58617
C -5.21580 -3.45771 4.49407
C -5.54458 -3.97333 3.24691
C -5.00328 -3.40951 2.08939
H -2.20770 0.92004 1.63061
H -2.97798 3.23712 2.00480
H -5.36356 3.82267 1.57063
H -6.91392 2.09356 0.69392
H -6.07775 -0.20079 0.22920
H -3.08496 -1.00683 3.50534
H -4.05837 -1.98537 5.56029
H -5.65003 -3.88315 5.39377
H -6.22938 -4.81379 3.17029
H -5.25851 -3.79309 1.10837